# 1
{"formula": "C6H9N", "method": "ωB97M-V/def2-TZVPD", "smiles": "C1=C[C@@H]2CN[C@H]2C1", "de_lowest_kcal_mol": 68.8, "homo_lumo_gap_ev": 10.3, "e_homo_ev": -9.07, "multiplicity": 1, "symbols": ["C", "C", "C", "C", "N", "C", "C", "H", "H", "H", "H", "H", "H", "H", "H", "H"], "positions_angstrom": [[-0.080, 0.084, -1.879], [-0.737, -0.858, -1.176], [-0.170, -0.816, 0.216], [-0.469, -0.667, 1.742], [0.585, 0.416, 1.722], [0.215, 0.640, 0.311], [0.918, 0.906, -1.040], [-0.218, 0.186, -2.952], [-1.518, -1.532, -1.565], [0.752, -1.427, 0.197], [-0.246, -1.507, 2.427], [-1.507, -0.297, 1.896], [0.358, 1.243, 2.247], [-0.746, 1.219, 0.295], [0.946, 1.941, -1.339], [1.917, 0.469, -1.101]], "lowdin_charge": [-0.0980, -0.0556, -0.2681, -0.1320, -0.0034, -0.3520, -0.1056, 0.0963, 0.1050, 0.1487, 0.1037, 0.1112, 0.0856, 0.1559, 0.0929, 0.1155]}

---

# 2
{"formula": "C26H39Cl2OPTl", "method": "ωB97M-V/def2-TZVPD", "homo_lumo_gap_ev": 5.5, "total_charge": -1, "e_homo_ev": -2.87, "multiplicity": 1, "symbols": ["P", "C", "C", "C", "C", "C", "C", "C", "C", "C", "C", "C", "C", "C", "C", "C", "C", "C", "C", "H", "H", "H", "H", "H", "H", "H", "H", "H", "H", "H", "H", "H", "H", "H", "H", "H", "H", "H", "H", "H", "H", "H", "H", "H", "H", "H", "H", "H", "H", "H", "H", "H", "Tl", "Cl", "Cl", "C", "H", "C", "C", "C", "C", "C", "C", "H", "H", "H", "H", "H", "O", "C"], "positions_angstrom": [[0.124, -1.018, -0.146], [1.702, -0.385, -1.004], [1.958, -0.747, -2.469], [3.372, -0.308, -2.876], [3.643, 1.171, -2.586], [3.266, 1.586, -1.160], [1.855, 1.123, -0.770], [-1.311, -0.130, -1.012], [-1.207, 0.056, -2.521], [-2.529, 0.617, -3.059], [-2.935, 1.916, -2.353], [-2.892, 1.819, -0.825], [-1.589, 1.199, -0.296], [-0.029, -2.697, -0.945], [1.168, -3.559, -0.518], [1.080, -4.979, -1.092], [-0.257, -5.663, -0.786], [-1.463, -4.787, -1.140], [-1.365, -3.362, -0.577], [2.461, -0.896, -0.383], [1.227, -0.241, -3.113], [1.844, -1.825, -2.647], [3.518, -0.513, -3.943], [4.098, -0.926, -2.328], [4.703, 1.388, -2.760], [3.074, 1.787, -3.295], [3.979, 1.149, -0.447], [3.329, 2.674, -1.054], [1.668, 1.358, 0.287], [1.113, 1.665, -1.377], [-2.161, -0.803, -0.808], [-3.313, -0.140, -2.920], [-0.969, -0.890, -3.030], [-0.397, 0.766, -2.744], [-2.434, 0.788, -4.137], [-3.943, 2.202, -2.671], [-2.261, 2.720, -2.676], [-3.021, 2.812, -0.383], [-3.731, 1.202, -0.475], [-1.656, 1.029, 0.790], [-0.751, 1.892, -0.468], [-0.006, -2.535, -2.038], [2.116, -3.103, -0.835], [1.192, -3.601, 0.582], [1.216, -4.930, -2.181], [1.906, -5.577, -0.693], [-0.296, -5.912, 0.283], [-0.319, -6.609, -1.336], [-2.385, -5.251, -0.771], [-1.551, -4.721, -2.233], [-2.210, -2.775, -0.962], [-1.465, -3.370, 0.519], [-0.073, 0.054, 3.892], [-1.712, -1.282, 2.607], [2.029, -0.262, 2.611], [-0.535, 1.672, 5.103], [-0.928, 1.520, 6.124], [-0.506, 2.996, 4.563], [-1.202, 4.079, 5.193], [-1.301, 5.318, 4.573], [-0.701, 5.535, 3.316], [0.045, 4.512, 2.707], [0.162, 3.273, 3.318], [-1.677, 3.871, 6.154], [-1.856, 6.123, 5.058], [0.529, 4.698, 1.744], [0.760, 2.496, 2.830], [-0.811, 6.501, 2.828], [0.353, -0.902, 7.450], [0.257, -0.868, 6.313]], "lowdin_charge": [1.0423, -0.4570, -0.2165, -0.2044, -0.2114, -0.1989, -0.2362, -0.4495, -0.2183, -0.2060, -0.2108, -0.1975, -0.2229, -0.4823, -0.2195, -0.2073, -0.2144, -0.2068, -0.2218, 0.0872, 0.0907, 0.0945, 0.1019, 0.1116, 0.1003, 0.1085, 0.1141, 0.1056, 0.0711, 0.0973, 0.0935, 0.1110, 0.1035, 0.0968, 0.1016, 0.1003, 0.1093, 0.1073, 0.1132, 0.0766, 0.0991, 0.0931, 0.0962, 0.1211, 0.1092, 0.1026, 0.1112, 0.0995, 0.1031, 0.1089, 0.0969, 0.0849, 0.3614, -0.1164, -0.1031, -0.3424, -0.0065, -0.3942, -0.0898, -0.1356, -0.1571, -0.1310, -0.1092, 0.0939, 0.0858, 0.0917, 0.0510, 0.0706, 0.0834, -0.0352]}

---

# 3
{"formula": "C8H16Cl8N4O12V", "method": "ωB97M-V/def2-TZVPD", "s_squared": 2.024, "de_lowest_kcal_mol": 93.9, "homo_lumo_gap_ev": [6.6, 7.3], "total_charge": -1, "e_homo_ev": [-6.53, -6.50], "multiplicity": 3, "symbols": ["V", "N", "O", "O", "O", "N", "O", "O", "O", "N", "O", "O", "O", "N", "O", "O", "O", "Cl", "C", "C", "Cl", "H", "H", "H", "H", "Cl", "C", "C", "Cl", "H", "H", "H", "H", "Cl", "C", "C", "Cl", "H", "H", "H", "H", "Cl", "C", "C", "Cl", "H", "H", "H", "H"], "positions_angstrom": [[1.779, 3.241, 0.900], [1.350, 3.764, 3.458], [2.403, 3.321, 3.003], [1.347, 4.192, 4.511], [0.571, 3.905, 2.575], [0.683, 0.762, 0.576], [1.863, 1.129, 0.702], [0.151, -0.337, 0.316], [0.080, 1.807, 0.733], [4.734, 3.324, -0.612], [5.759, 2.879, -0.230], [3.805, 3.225, 0.147], [4.530, 3.833, -1.748], [1.154, 3.471, -2.498], [1.212, 3.393, -1.255], [2.097, 3.996, -3.007], [0.227, 3.002, -3.124], [-6.007, 1.407, -0.736], [-4.820, 0.101, -0.722], [-3.442, 0.721, -0.430], [-3.031, 1.657, -1.922], [-4.938, -0.364, -1.701], [-4.995, -0.619, 0.077], [-2.667, -0.046, -0.432], [-3.356, 1.267, 0.510], [2.143, -3.297, 1.883], [1.313, -3.618, 0.302], [1.327, -5.130, -0.020], [0.816, -6.197, 1.305], [1.903, -3.010, -0.383], [0.353, -3.102, 0.294], [2.276, -5.530, -0.376], [0.611, -5.307, -0.822], [-1.612, -3.954, 3.476], [-1.083, -2.201, 3.247], [-2.234, -1.332, 3.962], [-1.724, 0.338, 3.732], [-0.882, -2.037, 2.188], [-0.126, -2.172, 3.768], [-2.299, -1.402, 5.048], [-3.228, -1.518, 3.556], [-0.415, -0.824, -5.681], [0.643, -0.262, -4.400], [-0.091, -0.457, -3.067], [-0.140, -2.146, -2.748], [0.853, 0.782, -4.632], [1.642, -0.693, -4.466], [-1.080, -0.029, -2.903], [0.544, 0.065, -2.351]], "lowdin_charge": [1.3997, -0.6473, -0.0346, 0.1884, -0.0144, -0.4869, -0.0441, 0.0580, -0.0548, -0.6232, 0.0678, -0.1182, 0.0079, -0.6159, -0.1357, 0.0519, 0.0156, 0.5335, -0.6813, -0.6131, 0.5600, 0.0595, 0.0695, 0.0499, 0.0750, 0.5126, -0.6163, -0.6500, 0.5119, 0.0533, 0.0398, 0.0665, 0.0614, 0.4645, -0.5885, -0.6510, 0.5622, 0.0347, 0.0438, 0.0554, 0.0600, 0.5443, -0.6770, -0.7196, 0.6003, 0.0610, 0.0752, 0.0265, 0.0619]}

---

# 4
{"formula": "C3H2O3", "method": "ωB97M-V/def2-TZVPD", "smiles": "O=CC(=O)C=O", "de_lowest_kcal_mol": 36.7, "homo_lumo_gap_ev": 8.5, "e_homo_ev": -9.98, "multiplicity": 1, "symbols": ["O", "C", "C", "O", "C", "O", "H", "H"], "positions_angstrom": [[-2.085, 0.512, 0.903], [-0.886, 0.489, 0.804], [-0.182, 0.283, -0.543], [-0.507, 0.822, -1.571], [1.007, -0.669, -0.460], [1.316, -1.150, 0.604], [-0.204, 0.595, 1.666], [1.541, -0.881, -1.403]], "lowdin_charge": [0.1076, -0.1648, -0.2940, 0.1522, -0.1542, 0.0883, 0.1298, 0.1350]}